[1]
Formula: C2H7N2O
Source: OMol25
Level of theory: wB97M-V/def2-TZVPD

Computed properties:
SMILES: CC(=[NH2+])NO
Total charge: +1

Atoms and positions in Å:
1 C 1.5562 -0.2283 0.2507
2 C -0.0167 0.0356 -0.1965
3 N -0.2682 0.4952 -1.4345
4 N -0.9249 -0.1695 0.7070
5 O -2.2489 0.1613 0.5951
6 H 2.3170 -0.2554 -0.5993
7 H 1.7246 0.5065 1.0639
8 H 1.7378 -1.2396 0.7215
9 H 0.4877 0.4724 -2.1263
10 H -1.0849 0.6392 -1.9394
11 H -0.5464 -0.1886 1.6227
12 H -2.7333 -0.2290 1.3351

Forces on the atoms, in the same order (eV/Å):
-1.3 -0.7 -0.2
2.1 0.0 -2.1
3.1 -1.0 0.7
0.2 -0.2 0.6
0.1 0.6 -1.0
-1.4 0.8 1.0
0.4 -0.2 -0.9
-0.9 0.9 -0.4
0.0 0.0 0.9
-2.5 0.2 0.1
0.0 -0.3 1.2
0.2 -0.3 0.1


[2]
Formula: C18H46BF2GeHgN2O3Si3
Source: OMol25
Level of theory: wB97M-V/def2-TZVPD

Computed properties:
Total charge: -1

Atoms and positions in Å:
1 Hg 0.1507 -1.0362 -0.7528
2 C -3.8143 -0.5109 -3.7273
3 N -3.9301 -1.7121 -2.8805
4 C -5.2692 -2.1644 -2.5364
5 C -2.7927 -2.3428 -2.4749
6 O -1.6959 -1.9490 -2.8502
7 C -2.9418 -3.4732 -1.4854
8 O -2.1985 -3.2296 -0.2867
9 C -1.6092 -4.4614 0.1316
10 C -0.4781 -4.1701 1.0915
11 O 0.5385 -3.6753 0.5976
12 N -0.6692 -4.3759 2.4351
13 C 0.3918 -3.9281 3.2996
14 C -1.5873 -5.3701 2.9133
15 H -4.0005 0.3890 -3.1460
16 H -4.5476 -0.5528 -4.5310
17 H -2.8048 -0.5332 -4.1622
18 H -5.9535 -1.3288 -2.7773
19 H -5.3532 -2.4505 -1.4880
20 H -5.5487 -3.0608 -3.1298
21 H -2.5079 -4.3548 -1.9901
22 H -4.0082 -3.5768 -1.2279
23 H -1.1607 -4.9985 -0.7193
24 H -2.4020 -5.1069 0.5075
25 H 1.2484 -3.6043 2.6930
26 H 0.7217 -4.7313 3.9960
27 H 0.0703 -3.0657 3.9101
28 H -2.5543 -5.2324 2.4428
29 H -1.7482 -5.2148 3.9874
30 H -1.2229 -6.3934 2.7407
31 C 1.6691 -1.6155 -2.0872
32 H 2.6210 -1.4168 -1.5805
33 H 1.5292 -0.9859 -2.9608
34 H 1.4888 -2.6814 -2.2631
35 C 4.3628 0.8588 -1.5053
36 Si 3.6273 1.4050 0.1810
37 C 4.1213 0.1425 1.5271
38 C 4.4462 3.0835 0.6013
39 Ge 1.1361 1.5294 0.1843
40 Si 0.4462 2.5179 2.3820
41 C 1.2927 4.1729 2.9541
42 C 0.9509 1.2213 3.7013
43 C -1.4083 2.8733 2.3237
44 Si 0.5851 3.2783 -1.5714
45 C 1.5401 4.9026 -1.3957
46 C 0.9091 2.5299 -3.3128
47 C -1.2680 3.7476 -1.4836
48 H 4.8802 -0.1175 -1.4487
49 H 5.1313 1.6063 -1.8468
50 H 3.6007 0.8399 -2.2830
51 H 5.1710 -0.2148 1.4686
52 H 3.4992 -0.7859 1.4299
53 H 3.9273 0.5889 2.5073
54 H 4.6988 3.6701 -0.3160
55 H 5.3945 2.9291 1.1602
56 H 3.7904 3.6641 1.2687
57 H 2.1880 3.9118 3.5677
58 H 0.6426 4.9228 3.4592
59 H 1.7704 4.6321 2.0581
60 H 2.0566 1.2606 3.8521
61 H 0.6579 0.1965 3.3628
62 H 0.4742 1.3693 4.6981
63 H -1.5436 3.9351 2.0575
64 H -1.9531 2.6659 3.2629
65 H -1.9157 2.3451 1.5119
66 H 2.3754 5.0160 -2.1309
67 H 2.0453 4.9219 -0.4078
68 H 0.8878 5.7918 -1.5055
69 H 1.9622 2.2720 -3.4027
70 H 0.6416 3.1753 -4.1689
71 H 0.3626 1.5643 -3.4200
72 H -1.3429 4.6238 -0.7978
73 H -1.8509 2.9237 -0.9911
74 H -1.7062 4.0117 -2.4571
75 F -1.5292 -0.7138 2.1007
76 B -1.7717 -0.5002 0.7774
77 F -2.9168 0.1461 0.3585

Forces on the atoms, in the same order (eV/Å):
-1.8 1.1 1.6
0.4 -0.9 0.0
-0.3 0.2 -0.1
-0.2 0.1 -0.6
0.7 1.6 -0.2
-0.4 -0.7 0.1
0.0 -0.1 0.4
0.1 -0.9 -0.8
-0.4 -0.2 -0.4
0.9 0.9 -0.5
-0.9 -0.7 1.0
0.6 0.2 -1.1
0.7 0.1 0.9
-0.4 0.1 0.6
0.2 0.1 0.1
-0.1 -0.1 -0.1
-0.4 0.3 0.3
0.2 -0.6 0.3
-0.2 0.4 -0.1
-0.1 0.5 0.1
-0.6 0.1 0.1
0.6 -0.7 -0.1
0.0 0.3 0.1
0.0 -0.1 0.2
-0.3 -0.2 0.2
-0.2 0.4 -0.5
0.0 -0.3 -0.2
-0.1 -0.2 0.0
0.1 -0.1 -0.2
-0.1 0.1 0.1
-0.2 -0.3 0.6
-0.1 -0.2 -0.4
0.2 -0.2 -0.3
0.4 0.3 -0.3
0.9 0.5 0.0
-0.8 0.4 0.0
0.0 -0.8 -0.4
0.7 0.0 0.1
0.3 0.9 -0.1
1.0 0.0 -0.6
0.7 -0.2 -0.4
-0.2 -0.4 0.3
-0.5 0.2 0.0
0.1 -1.0 0.5
0.9 0.6 -0.2
-0.5 -0.4 0.1
-0.2 -0.2 1.0
-0.4 0.3 -0.1
-0.6 -0.6 0.4
0.0 -0.2 0.0
-0.4 0.4 0.1
0.3 0.8 0.1
0.1 -0.2 0.0
-0.4 -0.3 0.7
-0.3 0.1 -0.3
0.2 -0.1 -0.4
-0.7 0.2 0.0
0.5 -0.5 -0.2
-0.6 0.0 0.4
-0.7 -0.1 -0.2
0.3 0.7 0.2
0.2 0.1 -0.5
0.1 -0.2 0.3
0.2 0.1 -0.3
0.1 -0.2 0.2
-0.6 -0.2 0.3
-0.5 0.1 -0.4
0.3 -0.3 0.1
0.2 0.0 0.0
0.0 -0.1 0.4
0.2 0.6 0.1
-0.1 -0.4 -0.5
0.4 0.6 -0.6
0.1 -0.1 0.2
-1.1 0.5 -0.5
1.9 -0.5 -1.9
0.7 -0.5 1.2


[3]
Formula: C46H84Cl6O20S6
Source: OMol25
Level of theory: wB97M-V/def2-TZVPD

Atoms and positions in Å:
1 C -3.4776 2.1342 0.2455
2 C -4.5415 2.9638 1.0335
3 C -5.9028 2.8575 0.3638
4 S -5.5547 2.5925 -1.4344
5 O -5.8600 3.8188 -2.1465
6 O -6.1235 1.3239 -1.8320
7 C -3.7397 2.4269 -1.2352
8 H -3.6581 1.0815 0.4659
9 H -2.4553 2.4162 0.4892
10 H -4.1588 3.9821 1.1101
11 H -4.6405 2.5054 2.0181
12 H -6.6349 3.6494 0.4738
13 H -6.3429 1.8955 0.6314
14 H -3.4179 3.4544 -1.3987
15 H -3.3264 1.7684 -1.9907
16 C -4.9150 -2.9190 -0.7955
17 C -4.2400 -3.7786 -1.8769
18 C -2.9962 -3.0102 -2.3727
19 S -3.4339 -1.2478 -2.3253
20 O -3.6575 -0.7449 -3.6553
21 O -2.3875 -0.6546 -1.4989
22 C -4.9568 -1.4875 -1.3158
23 H -4.3290 -2.9210 0.1263
24 H -5.9306 -3.2466 -0.5846
25 H -5.0043 -4.0674 -2.5973
26 H -3.8716 -4.7060 -1.4360
27 H -2.7353 -3.2685 -3.3998
28 H -2.1408 -3.2007 -1.7289
29 H -5.6935 -1.3958 -2.1250
30 H -5.1886 -0.6044 -0.7268
31 C -2.3896 5.1100 3.7256
32 C -1.9974 6.4005 4.4606
33 C -1.6824 7.4470 3.3765
34 S -0.9892 6.5335 1.9938
35 O 0.4467 6.7705 1.8966
36 O -1.8124 6.8014 0.8144
37 C -1.3110 4.8788 2.6520
38 H -3.3610 5.1607 3.2253
39 H -2.4273 4.2791 4.4286
40 H -1.0896 6.1984 5.0340
41 H -2.7527 6.7349 5.1674
42 H -1.0898 8.3450 3.5378
43 H -2.6252 7.8526 2.9991
44 H -0.4655 4.5951 3.2795
45 H -1.6386 4.2509 1.8313
46 C 2.0668 -5.2220 -3.4669
47 C 1.3882 -4.0088 -2.8585
48 C 1.2385 -4.3059 -1.3724
49 S 2.7897 -5.1267 -0.9073
50 O 2.4237 -6.2704 -0.0742
51 O 3.6929 -4.1099 -0.3919
52 C 3.3135 -5.5257 -2.6355
53 H 2.3082 -5.0998 -4.5233
54 H 1.4327 -6.1144 -3.4329
55 H 0.4037 -3.8182 -3.2876
56 H 1.9431 -3.0717 -2.9373
57 H 0.4629 -5.0586 -1.2348
58 H 1.1058 -3.4410 -0.7289
59 H 3.7416 -6.5226 -2.6288
60 H 4.0313 -4.7538 -2.9147
61 C 2.2970 -4.4154 4.1963
62 C 1.7654 -2.9920 4.4130
63 C 2.9370 -2.0344 4.3485
64 S 4.0597 -2.6897 3.0767
65 O 5.3403 -2.9084 3.7313
66 O 3.9363 -1.9663 1.8417
67 C 3.1795 -4.2983 2.9531
68 H 1.4906 -5.1389 4.0826
69 H 2.8593 -4.7460 5.0737
70 H 1.0919 -2.7917 5.2484
71 H 1.0542 -2.8173 3.5906
72 H 3.4848 -2.1638 5.2869
73 H 2.7779 -0.9586 4.3013
74 H 3.9252 -5.0430 2.6951
75 H 2.5260 -4.0693 2.1068
76 C 3.7591 2.1784 2.0366
77 C 3.5367 3.3188 1.0566
78 C 2.6719 4.3086 1.7747
79 S 3.3564 4.4463 3.4172
80 O 2.2724 4.4786 4.3961
81 O 4.3659 5.4698 3.4673
82 C 4.1986 2.8179 3.3799
83 H 4.5060 1.4665 1.6815
84 H 2.8490 1.5937 2.1756
85 H 3.1538 3.0551 0.0674
86 H 4.4940 3.7750 0.7750
87 H 1.6775 3.8725 1.9143
88 H 2.5031 5.2724 1.2976
89 H 3.9391 2.2890 4.2958
90 H 5.2741 2.9721 3.4502
91 O -1.3549 -3.3734 0.7402
92 C -1.1617 -4.3896 1.3444
93 O 0.0779 -4.9004 1.4820
94 C 0.0916 -6.1936 2.0713
95 C -1.1534 -6.1650 2.9314
96 C -2.1307 -5.2295 2.1686
97 H 1.0223 -6.3953 2.5953
98 H 0.0368 -6.9132 1.2496
99 H -0.9468 -5.6694 3.8848
100 H -1.5697 -7.1222 3.2437
101 H -2.6755 -4.6085 2.8738
102 H -2.8154 -5.7086 1.4680
103 O 3.5177 1.4964 -7.3902
104 C 3.0914 2.1891 -6.5160
105 O 3.5248 2.0617 -5.2497
106 C 2.8017 2.9532 -4.3832
107 C 1.5763 3.4068 -5.1687
108 C 2.0599 3.2769 -6.6047
109 H 3.4379 3.8033 -4.1167
110 H 2.6136 2.4349 -3.4440
111 H 1.2575 4.4172 -4.9341
112 H 0.7931 2.6614 -5.0132
113 H 2.5208 4.2174 -6.9233
114 H 1.2901 3.0914 -7.3496
115 O -4.0812 -2.7816 4.0760
116 C -3.3689 -2.1121 3.3748
117 O -3.7176 -1.7640 2.1282
118 C -2.7972 -0.8155 1.5830
119 C -1.7297 -0.5826 2.6444
120 C -1.9060 -1.7098 3.6447
121 H -3.4010 0.0769 1.3987
122 H -2.3390 -1.1341 0.6480
123 H -1.8220 0.3563 3.1949
124 H -0.7220 -0.5481 2.2280
125 H -1.9204 -1.4627 4.7031
126 H -1.3577 -2.6270 3.4333
127 O -0.1070 2.2284 1.3397
128 C 0.3663 1.2673 0.7967
129 O 1.0727 0.3672 1.5476
130 C 1.4995 -0.7223 0.7563
131 C 0.6609 -0.6536 -0.5132
132 C 0.2686 0.8030 -0.6531
133 H 1.2932 -1.7115 1.1769
134 H 2.5686 -0.6797 0.5649
135 H -0.2032 -1.3132 -0.4096
136 H 1.2548 -0.9974 -1.3639
137 H -0.7027 0.9107 -1.1183
138 H 1.0365 1.3543 -1.2018
139 Cl -0.8670 3.3337 -2.3278
140 C -0.7991 4.8398 -1.3801
141 C 0.1273 5.8332 -2.0293
142 Cl 1.7780 5.1645 -1.9757
143 H -0.4066 4.6527 -0.3808
144 H -1.8045 5.2450 -1.2845
145 H 0.0252 6.8276 -1.5989
146 H -0.1235 5.9536 -3.0842
147 Cl -0.9971 -2.8113 -6.2896
148 C -1.1656 -1.1647 -5.6980
149 C -0.3435 -0.9264 -4.4488
150 Cl 1.3731 -0.7287 -4.8261
151 H -2.2252 -0.9698 -5.5631
152 H -0.7927 -0.4659 -6.4469
153 H -0.4295 -1.6346 -3.6258
154 H -0.6993 0.0091 -4.0079
155 Cl 6.9803 -0.6395 -1.5018
156 C 5.5840 -1.7736 -1.5695
157 C 4.4453 -1.2319 -2.4073
158 Cl 3.8123 0.3073 -1.7925
159 H 5.2968 -1.9487 -0.5339
160 H 5.9110 -2.7434 -1.9404
161 H 3.6505 -1.9741 -2.4446
162 H 4.7944 -1.0519 -3.4226

Forces on the atoms, in the same order (eV/Å):
-1.4 0.0 -0.8
0.7 -0.2 0.2
0.4 -1.1 -1.2
0.6 0.8 0.9
0.1 -0.8 0.0
0.0 0.1 -0.1
-0.8 0.9 0.4
0.2 0.7 -0.6
0.0 -0.2 0.2
-0.3 0.1 0.1
0.2 0.4 0.2
0.2 0.2 0.1
-0.2 0.1 0.2
0.1 -0.1 -0.4
0.0 -0.1 0.1
0.6 0.7 0.4
0.3 -0.1 0.8
-1.1 -0.3 -0.9
0.9 -1.4 1.6
-0.3 0.2 0.2
-0.4 0.6 -0.5
-0.3 0.4 -2.3
-0.1 -0.2 0.0
0.0 -0.1 0.1
0.4 0.3 -0.6
-0.2 -0.1 0.0
0.0 0.1 0.0
-0.1 0.3 0.2
-0.2 -0.2 0.1
0.5 -0.3 0.6
-0.4 0.1 -0.5
0.7 0.2 -0.1
-1.1 0.2 -0.4
0.7 0.4 -0.4
-1.0 -0.3 0.0
0.4 -0.5 0.7
-0.5 0.8 1.1
-0.1 0.3 0.3
0.1 -0.1 -0.1
0.0 0.0 0.1
-0.1 0.1 -0.1
0.5 -0.4 0.6
-0.1 -0.2 -0.2
0.6 -0.4 -1.0
0.5 -0.3 0.1
0.1 -1.1 -0.4
-0.5 0.4 0.6
0.3 -0.6 -0.3
-0.8 0.7 0.3
0.8 0.5 -0.9
-0.1 -0.6 -0.1
-0.3 0.8 0.6
0.2 0.2 0.1
-0.4 0.3 0.1
0.1 -0.1 -0.2
0.3 -0.2 -0.5
-0.1 0.1 0.3
-0.1 -0.1 0.1
-0.1 -0.1 -0.3
0.4 -0.3 0.4
0.6 0.1 0.7
-1.4 0.4 -1.1
0.6 -0.1 0.9
-0.1 -1.0 1.7
-0.5 0.3 -0.8
0.4 0.1 0.0
-0.2 1.2 -0.5
0.0 0.2 -0.2
0.2 0.0 -0.1
0.6 -0.4 0.5
0.3 0.2 -0.3
0.3 -0.1 -0.1
-0.4 -0.1 -0.6
-0.2 -0.2 0.2
0.1 -0.5 -0.2
0.3 -0.5 0.5
0.9 0.3 -0.7
-1.1 0.1 -0.1
-0.4 -0.2 0.5
0.7 -0.2 -0.6
0.1 0.2 0.0
-0.3 0.1 -0.1
0.1 0.1 0.0
-0.1 0.2 0.1
-0.5 -0.4 0.3
0.1 0.1 0.4
0.0 0.0 0.1
0.4 0.1 0.2
-0.4 -0.1 -0.2
0.0 0.4 -0.3
-0.1 0.1 -0.4
0.1 -0.3 1.2
0.8 0.9 -0.7
-0.7 -0.8 -0.3
-0.8 0.1 0.6
0.9 -0.3 -0.1
0.0 0.4 -0.1
-0.1 -0.1 0.1
0.3 0.1 -0.1
0.1 -0.1 -0.5
-0.3 0.1 -0.3
-0.1 -0.2 0.2
0.1 -0.1 -0.3
0.2 -0.2 -0.4
-0.2 0.1 0.4
0.4 0.5 0.5
0.0 -0.7 -0.1
-0.2 0.7 0.0
0.1 0.0 -0.2
-0.3 -0.2 -0.2
-0.2 -0.1 0.3
-0.3 0.3 0.2
0.3 -0.2 0.0
0.0 -0.4 0.1
0.1 0.3 -0.1
0.4 -1.2 0.1
-0.2 -0.1 0.0
0.0 0.7 0.2
1.2 0.3 0.7
-2.0 -0.2 -0.1
0.5 -0.7 0.4
-0.5 -0.4 0.1
-0.3 0.1 -0.3
-0.3 -0.2 0.0
0.7 0.1 0.0
0.4 0.1 0.1
0.0 0.2 -0.3
-0.4 -0.2 0.3
-0.3 0.5 0.0
0.1 -1.1 -1.3
0.4 -0.4 -0.6
0.6 -0.5 0.7
0.0 0.4 0.8
-0.1 0.3 0.1
-0.1 0.2 -0.1
-0.1 0.0 -0.1
-0.1 0.4 0.2
-0.1 0.1 -0.1
0.1 0.1 -0.1
0.1 0.5 0.4
-0.5 -0.1 -0.9
0.3 0.5 0.2
-0.2 -0.5 0.0
0.0 0.0 -0.1
0.4 -0.2 0.5
0.1 -0.1 0.0
0.1 -0.6 -0.3
0.3 0.5 0.2
-0.8 0.7 0.5
0.4 0.0 0.0
0.0 0.0 0.3
0.0 -0.2 -0.2
-0.1 -0.4 -0.4
0.2 0.1 -0.1
-0.2 -0.3 -0.2
0.0 0.1 0.7
0.7 -0.3 -0.3
-0.1 0.1 0.1
-0.2 0.2 0.0
0.2 0.2 -0.3
-0.1 0.1 0.2
-0.1 0.1 0.0


[4]
Formula: C5H8O
Source: OMol25
Level of theory: wB97M-V/def2-TZVPD

Computed properties:
SMILES: C=CO/C=C/C

Atoms and positions in Å:
1 C 2.0252 1.1545 -1.0376
2 C 1.0824 1.9385 -0.5145
3 O -0.0078 1.5164 0.1158
4 C -0.3449 0.1862 -0.0391
5 C -0.9499 -0.5296 0.9200
6 C -1.5061 -1.9163 0.6834
7 H 2.8424 1.5731 -1.5658
8 H 2.0548 0.0600 -0.8882
9 H 1.1022 3.0551 -0.5204
10 H -0.2583 -0.1683 -1.0628
11 H -1.0141 -0.0805 1.8892
12 H -2.6105 -1.9076 0.7991
13 H -1.2558 -2.2989 -0.3181
14 H -1.1597 -2.5825 1.5390

Forces on the atoms, in the same order (eV/Å):
-0.4 -0.7 0.5
1.2 1.0 -0.6
-1.1 -0.7 0.9
-1.1 -0.5 0.4
0.7 0.3 -1.4
-0.1 -0.1 1.4
0.6 0.5 -0.3
-0.3 0.8 -0.2
0.1 -1.1 -0.2
0.2 0.0 0.0
-0.2 0.1 0.5
0.5 0.1 -0.2
0.0 0.0 0.5
-0.2 0.5 -1.4


E list, top to bottom, in a.u.: -264.84002, -4372.20694, -8458.23279, -270.48840
Orbital gap list, top to bottom, in eV: 11.811, 4.533, 9.822, 9.779